1.
Molecular formula: C18H18ClNO5S
Method: DFT, ωB97M-V/def2-TZVPD

- total energy (hartree) = -1986.06810
- gap between HOMO and LUMO (eV) = 8.335
- maximum force (eV/A) = 0.799
- energy relative to the best compared isomer or geometry (same formula, charge and spin) (eV) = 0.494
- charge = 0
- structure (SMILES) = COc1ccc(OC)c(NC(=O)COC(=O)CSc2ccc(Cl)cc2)c1

Structure (XYZ):
```
44
Properties=species:S:1:pos:R:3:forces:R:3:nbo_charge:R:1
C 5.162 0.092 1.801 0.16 -0.05 -0.03 -0.25
H 5.594 0.126 2.800 0.02 -0.02 -0.09 0.20
O 3.831 0.519 1.948 -0.28 0.07 0.06 -0.49
C 3.034 0.544 0.844 -0.08 0.03 -0.40 0.31
C 1.713 0.940 1.066 0.18 -0.02 0.10 -0.30
C 0.811 0.990 0.023 0.21 0.01 0.00 0.20
C 1.217 0.625 -1.277 0.20 -0.05 0.00 0.23
C 2.529 0.252 -1.489 -0.37 0.16 -0.14 -0.26
C 3.439 0.215 -0.440 0.30 0.14 0.38 -0.31
H 4.452 -0.087 -0.650 0.11 -0.04 0.02 0.22
H 2.871 -0.022 -2.474 -0.02 -0.03 -0.11 0.22
O 0.240 0.682 -2.240 0.00 0.11 0.46 -0.52
C 0.568 0.285 -3.547 -0.01 -0.02 -0.20 -0.25
H -0.357 0.366 -4.115 0.09 -0.03 -0.03 0.20
H 0.924 -0.750 -3.576 0.01 0.02 0.02 0.17
H 1.325 0.940 -3.989 -0.01 -0.04 0.03 0.18
N -0.516 1.416 0.160 0.27 -0.25 -0.67 -0.64
C -1.126 1.895 1.264 -0.77 0.17 -0.14 0.65
O -0.654 1.954 2.376 0.16 0.05 0.30 -0.59
C -2.552 2.414 0.977 0.35 0.36 -0.01 -0.16
H -2.883 3.003 1.834 0.15 -0.12 -0.15 0.22
H -2.556 3.019 0.063 -0.04 -0.05 0.14 0.20
O -3.498 1.356 0.857 -0.14 -0.03 0.34 -0.49
C -3.617 0.746 -0.315 -0.23 -0.08 -0.43 0.80
O -2.981 1.022 -1.301 -0.01 0.07 -0.05 -0.61
C -4.642 -0.355 -0.250 0.29 -0.35 0.33 -0.63
H -4.713 -0.870 -1.207 0.03 0.19 0.04 0.24
H -5.615 0.039 0.041 -0.01 0.03 -0.05 0.26
S -4.186 -1.515 1.090 -0.14 -0.08 -0.11 0.27
C -2.450 -1.735 0.767 -0.39 0.02 0.00 -0.23
C -1.982 -2.033 -0.505 0.10 -0.01 0.11 -0.15
C -0.636 -2.270 -0.703 0.08 0.00 0.02 -0.25
C 0.234 -2.220 0.376 -0.26 -0.02 0.08 -0.02
C -0.222 -1.898 1.644 0.08 -0.11 -0.09 -0.23
C -1.569 -1.655 1.837 -0.08 0.02 -0.11 -0.19
H -1.942 -1.407 2.818 -0.02 0.08 0.11 0.23
H 0.468 -1.838 2.471 0.11 0.00 0.06 0.24
Cl 1.900 -2.586 0.138 0.16 -0.25 0.02 0.02
H -0.267 -2.515 -1.686 0.09 -0.02 -0.09 0.23
H -2.661 -2.093 -1.341 -0.08 -0.01 -0.08 0.21
H -1.039 1.379 -0.712 -0.13 0.10 0.27 0.45
H 1.410 1.209 2.063 -0.05 0.02 0.06 0.27
H 5.216 -0.933 1.419 0.00 0.04 -0.01 0.17
H 5.729 0.756 1.140 -0.03 -0.03 0.00 0.17
```
Forces are in eV/Å.

---

2.
Molecular formula: C18H18ClO6S2
Method: DFT, ωB97M-V/def2-TZVPD

- total energy (hartree) = -2404.67200
- gap between HOMO and LUMO (eV) = 5.288
- maximum force (eV/A) = 4.071
- charge = -1

Structure (XYZ):
```
45
Properties=species:S:1:pos:R:3:forces:R:3:nbo_charge:R:1
C 1.364 -0.245 -6.116 -0.01 -0.01 -0.13 -0.25
O 2.303 0.395 -5.289 0.02 0.18 1.18 -0.50
C 1.988 0.418 -3.932 0.08 0.00 -0.01 0.30
C 0.805 -0.083 -3.378 0.45 0.14 -1.02 -0.25
C 0.598 -0.038 -2.023 0.20 0.11 0.82 -0.16
C 1.560 0.500 -1.168 -0.18 -0.12 -0.26 -0.12
C 1.379 0.451 0.289 0.00 0.46 -0.68 -0.01
C 1.047 -0.639 0.956 0.21 -0.19 0.00 -0.63
S 0.824 -0.534 2.721 -0.83 0.84 1.43 2.08
O 2.051 -1.099 3.394 -2.58 1.61 -1.17 -0.93
O 0.218 0.809 3.039 2.25 -3.35 -0.53 -0.86
C -0.516 -1.777 2.841 0.24 0.12 0.18 -0.65
C 0.006 -3.199 2.604 -0.13 -0.30 0.29 -0.42
C 1.130 -3.285 1.576 -0.20 0.03 -0.28 -0.65
S 0.795 -2.214 0.140 -0.16 -1.07 -1.40 2.07
O -0.667 -2.276 -0.231 3.57 -0.38 0.69 -0.91
O 1.901 -2.499 -0.845 -2.84 0.70 2.12 -0.90
C 2.726 1.024 -1.719 -0.41 -0.03 0.38 -0.15
C 2.938 0.977 -3.071 0.06 -0.11 -0.87 -0.27
H 1.743 -0.202 -7.138 0.04 0.05 0.12 0.19
H 1.251 -1.289 -5.822 -0.17 -0.08 -0.04 0.18
H 0.406 0.274 -6.068 -0.16 -0.10 -0.08 0.18
H 0.058 -0.519 -4.016 -0.22 -0.08 -0.03 0.21
H -0.299 -0.449 -1.585 -0.23 0.22 -0.13 0.27
H 1.529 1.368 0.841 -0.02 0.15 0.19 0.25
H -0.994 -1.670 3.815 0.22 0.11 0.04 0.26
H -1.259 -1.513 2.087 0.19 0.34 -0.03 0.28
H 0.361 -3.624 3.553 0.10 0.14 -0.25 0.22
H -0.826 -3.841 2.284 0.09 0.34 0.01 0.23
H 2.073 -2.944 2.005 -0.07 0.14 -0.26 0.27
H 1.288 -4.301 1.213 -0.19 0.09 -0.22 0.25
H 3.472 1.441 -1.064 0.23 0.13 0.07 0.21
H 3.853 1.352 -3.495 0.21 0.11 -0.12 0.22
Cl -4.394 3.598 4.367 -0.74 0.59 1.22 -0.06
C -3.567 2.945 3.031 0.64 -0.58 -1.09 -0.20
C -3.935 1.690 2.532 -0.09 0.87 0.73 -0.23
C -3.290 1.164 1.457 0.40 0.26 -0.18 -0.32
C -2.230 1.883 0.817 -0.39 0.33 0.65 0.40
O -1.647 1.423 -0.172 1.36 -1.04 -1.87 -0.79
C -1.873 3.161 1.355 -0.21 -0.42 -0.09 -0.34
C -2.530 3.670 2.430 -0.72 -0.13 0.68 -0.21
H -4.739 1.157 3.012 -0.22 -0.13 0.15 0.19
H -3.562 0.205 1.057 -0.05 -0.28 -0.18 0.19
H -1.074 3.703 0.882 0.22 0.11 -0.17 0.19
H -2.265 4.633 2.834 0.05 0.25 0.14 0.19
```
Forces are in eV/Å.

---

3.
Molecular formula: C18H18DyFO
Method: DFT, ωB97M-V/def2-TZVPD

- total energy (hartree) = -1756.60951
- gap between HOMO and LUMO (spin up / spin down) (eV) = 6.283 / 7.613
- maximum force (eV/A) = 3.307
- ⟨S²⟩ = 9.244
- charge = 0
- spin multiplicity = 6

Structure (XYZ):
```
39
Properties=species:S:1:pos:R:3:forces:R:3:mulliken_spin:R:1
C 0.962 -1.887 3.992 -0.37 -0.89 -1.88 -0.04
C -0.462 -1.687 3.827 0.59 -0.85 0.77 -0.09
C -0.836 -2.024 2.507 1.17 -0.25 -0.11 0.02
H -1.196 -1.143 4.544 0.29 -0.37 -0.14 0.00
C 0.332 -2.436 1.809 0.24 -0.14 0.38 -0.05
C 1.440 -2.368 2.702 -0.14 0.17 0.55 -0.04
H 2.478 -2.597 2.459 -0.28 -0.05 -0.01 0.00
H 1.584 -1.646 4.857 -0.33 -0.29 -0.10 0.00
H -1.846 -2.071 2.113 0.14 0.29 0.15 0.00
H 0.342 -2.786 0.778 0.23 0.12 0.23 0.00
C -0.959 2.079 2.173 0.87 0.45 0.66 0.01
C -0.864 1.673 3.532 -0.67 1.08 0.08 -0.03
C 0.439 1.987 4.043 -0.07 0.87 -0.98 -0.04
H -1.633 1.122 4.079 0.12 0.03 0.17 0.01
C 1.162 2.586 2.944 -0.30 0.01 0.24 -0.03
C 0.286 2.660 1.818 0.27 -0.10 0.49 -0.05
H 0.510 3.127 0.863 0.13 -0.21 0.14 0.00
H -1.845 2.041 1.549 0.17 -0.14 0.15 0.00
H 0.860 1.663 5.003 -0.35 0.39 -0.25 0.00
H 2.219 2.857 2.960 -0.36 0.18 -0.02 0.00
Dy 0.741 0.109 2.679 0.11 -0.99 -1.91 5.33
O -0.196 -0.523 -1.671 -0.28 2.01 2.61 0.00
C -1.639 -0.814 -1.642 2.13 -0.77 -2.11 0.00
C -0.564 -1.286 -2.707 -2.17 -1.02 -0.21 0.00
H -1.796 -1.349 -0.713 -0.71 -0.36 -0.50 0.00
H -2.404 -0.201 -2.153 0.78 0.43 1.01 0.00
H -0.335 -2.338 -2.650 0.41 -0.28 -0.23 0.00
H 1.244 -1.980 -4.576 -0.65 0.56 -0.58 0.00
C 0.774 -1.002 -4.811 -2.04 -0.04 0.97 0.00
C -0.311 -0.534 -3.982 2.50 0.79 0.69 0.00
C -0.498 0.879 -3.872 -0.05 -0.97 -0.25 0.00
H -0.926 1.304 -2.951 -0.19 -0.34 -0.79 0.00
C 0.041 1.729 -4.826 -0.53 -0.42 0.28 0.00
H -0.192 2.795 -4.722 0.42 -0.36 -0.39 0.00
C 0.809 1.171 -5.843 0.26 0.26 -0.38 0.00
H 1.153 1.835 -6.630 0.12 -0.19 -0.03 0.00
C 1.221 -0.169 -5.820 -0.10 0.42 -0.15 0.00
H 1.881 -0.569 -6.585 0.11 0.30 0.20 0.00
F -1.978 -0.205 4.923 -1.47 0.67 1.25 0.00
```
Forces are in eV/Å.

---

4.
Molecular formula: C18H18F19N6O11P3
Method: DFT, ωB97M-V/def2-TZVPD

- total energy (hartree) = -4773.60226
- gap between HOMO and LUMO (eV) = 5.012
- maximum force (eV/A) = 10.615
- charge = 0

Structure (XYZ):
```
75
Properties=species:S:1:pos:R:3:forces:R:3:lowdin_charge:R:1
C 3.922 -3.296 0.304 1.09 -0.02 -1.05 -0.29
P 4.119 -1.823 1.504 -0.23 -0.88 1.84 0.90
C 5.944 -1.349 1.810 0.99 0.88 -0.30 -0.31
N 3.180 -0.391 1.009 -1.89 -0.35 2.77 -0.25
C 2.085 0.066 1.996 0.49 2.79 -5.05 -0.07
C 1.669 -0.638 3.416 0.17 0.51 0.52 -0.12
C 0.057 -0.767 3.685 -0.24 -0.11 0.24 -0.08
C -0.826 -1.247 2.384 0.32 0.42 0.77 -0.19
F -0.078 -2.188 1.469 -2.15 3.23 2.34 -0.01
F -1.296 -0.017 1.703 1.21 -4.20 1.48 0.01
C -2.074 -2.176 2.998 1.29 -1.22 1.30 -0.09
F -2.614 -1.603 4.271 1.52 -1.69 -4.39 0.03
F -1.404 -3.468 3.407 -2.10 4.12 -1.14 0.01
C -3.219 -2.546 1.885 -0.48 -2.56 -1.65 -0.08
F -2.845 -2.195 0.478 -0.99 -0.82 4.87 0.05
F -3.330 -4.052 1.892 0.12 4.86 -0.12 0.03
C -4.722 -1.970 2.219 -0.94 0.96 1.69 -0.07
F -5.199 -2.717 3.424 1.46 2.52 -4.02 0.04
F -4.724 -0.496 2.552 0.32 -4.92 -0.93 0.03
C -5.777 -2.098 0.928 1.04 -0.03 -1.90 -0.09
F -5.463 -0.928 0.054 -1.41 -3.73 2.72 0.04
F -5.537 -3.311 0.101 -0.65 3.90 2.83 0.05
C -7.360 -2.168 1.401 -0.52 -2.07 2.55 -0.07
F -7.558 -3.581 1.899 0.69 4.50 -1.66 0.03
F -7.646 -1.308 2.610 0.99 -2.61 -4.54 0.04
C -8.441 -1.972 0.187 -2.75 -1.75 -0.54 -0.08
F -8.257 -2.927 -0.948 -0.20 3.25 4.06 0.05
F -9.795 -2.305 0.767 4.60 1.03 -1.71 0.03
C -8.561 -0.457 -0.417 -2.05 3.07 -2.16 -0.13
F -10.031 -0.134 -0.490 5.20 -0.95 0.25 0.03
F -7.944 0.608 0.405 -1.92 -4.06 -2.96 0.06
F -8.081 -0.375 -1.846 -1.38 -0.27 5.49 0.04
N 1.420 1.306 1.368 5.56 -5.15 -1.55 0.17
C 2.200 1.423 0.064 0.38 -1.72 2.25 -0.10
N 1.865 2.430 -0.793 0.95 -0.13 -0.44 -0.08
C 2.485 2.790 -2.114 0.39 -0.03 -2.21 -0.14
P 4.117 3.824 -1.972 3.39 1.68 2.40 0.76
O 4.782 3.769 -0.540 -2.50 -0.22 -4.75 -0.38
O 5.251 3.172 -3.172 -1.59 0.94 2.40 -0.23
O 3.742 5.489 -2.461 1.97 -3.88 -0.66 -0.20
N 0.777 3.236 -0.380 0.02 0.72 -2.13 0.06
C 1.144 4.700 -0.361 -1.80 7.50 -4.13 -0.13
O 0.635 5.649 -1.185 3.72 -7.63 6.38 0.08
F 2.196 5.195 0.595 -3.54 -2.87 -2.88 0.01
C -0.466 2.943 -1.190 -8.92 3.75 0.96 -0.13
O -1.606 3.580 -0.805 8.79 -4.95 -2.83 0.06
F -0.581 2.004 -2.330 1.75 2.97 4.46 0.05
N 3.275 0.404 -0.157 -3.43 3.15 1.91 -0.06
C 4.247 0.092 -1.256 0.87 -0.34 -1.02 -0.14
P 3.397 -0.957 -2.661 1.21 -4.66 -2.40 0.74
O 4.061 -2.404 -2.789 -2.48 5.41 1.17 -0.38
O 3.644 -0.165 -4.197 -3.14 -1.15 3.36 -0.19
O 1.700 -1.001 -2.259 3.40 -0.24 0.17 -0.20
H 4.835 -3.268 -0.442 -2.26 -0.25 1.01 0.05
H 2.876 -3.226 -0.216 2.18 -0.21 0.85 0.05
H 3.997 -4.308 0.896 -0.28 2.24 -0.81 0.07
H 6.335 -1.894 2.796 -1.01 0.93 -2.41 0.07
H 6.029 -0.189 2.052 -0.34 -2.41 -0.64 0.07
H 6.603 -1.585 0.871 -0.94 0.40 1.96 0.05
H 2.100 0.061 4.280 -0.88 -1.37 -2.01 0.15
H 2.137 -1.698 3.603 -0.68 2.29 -1.05 0.10
H -0.069 -1.578 4.552 0.32 1.68 -2.13 0.15
H -0.439 0.225 4.121 1.14 -2.12 -1.37 0.16
H 2.741 1.854 -2.808 -0.75 2.01 1.61 0.11
H 1.762 3.463 -2.785 1.05 -1.66 1.23 0.14
H 6.133 2.970 -2.742 -1.53 0.62 -0.30 0.09
H 4.355 5.719 -3.234 -1.21 -0.45 1.37 0.10
H 4.735 1.011 -1.791 -1.16 -1.34 1.44 0.10
H 5.156 -0.593 -0.896 -2.28 1.50 -0.40 0.12
H 2.723 -0.182 -4.630 1.63 0.38 0.37 0.12
H 1.635 -1.674 -1.516 -0.02 0.93 -1.30 0.07
N -0.031 2.809 -5.143 -1.71 -0.06 -0.56 -0.65
O 1.175 2.816 -4.845 1.63 -0.09 0.75 -0.12
O -0.792 3.672 -4.675 0.22 0.15 0.23 -0.06
O -0.476 1.938 -5.909 0.29 -0.10 0.08 -0.06
```
Forces are in eV/Å.

---

5.
Molecular formula: C18H18F4N2
Method: DFT, ωB97M-V/def2-TZVPD

- total energy (hartree) = -1205.66836
- gap between HOMO and LUMO (eV) = 8.597
- maximum force (eV/A) = 0.374
- charge = 0
- structure (SMILES) = Fc1cccc(F)c1CN1CCN(Cc2c(F)cccc2F)CC1

Structure (XYZ):
```
42
Properties=species:S:1:pos:R:3:forces:R:3:nbo_charge:R:1
F 3.522 -0.747 3.141 -0.10 -0.03 -0.02 -0.32
C 2.756 -1.841 2.989 -0.13 -0.31 0.02 0.44
C 3.340 -3.084 3.149 0.13 0.22 0.00 -0.30
C 2.558 -4.218 3.014 -0.11 0.15 -0.03 -0.17
C 1.210 -4.102 2.731 -0.20 -0.01 -0.06 -0.30
C 0.662 -2.841 2.578 0.34 -0.02 0.15 0.42
C 1.405 -1.674 2.700 -0.14 0.00 0.04 -0.16
C 0.815 -0.304 2.495 0.01 -0.03 -0.02 -0.24
N 1.281 0.232 1.225 0.12 0.02 0.04 -0.44
C 1.188 1.678 1.116 -0.23 0.17 -0.01 -0.23
C -0.250 2.161 0.866 0.27 0.00 0.09 -0.23
N -0.851 1.547 -0.306 -0.10 0.09 0.01 -0.44
C -0.756 0.098 -0.212 0.18 -0.20 0.07 -0.25
C 0.674 -0.396 0.061 -0.22 0.02 -0.16 -0.25
H 0.673 -1.478 0.197 0.04 -0.03 -0.07 0.21
H 1.314 -0.171 -0.798 -0.03 -0.08 -0.04 0.20
H -1.132 -0.346 -1.135 -0.06 -0.05 0.03 0.21
H -1.418 -0.217 0.600 -0.01 -0.08 -0.05 0.20
C -0.381 2.090 -1.572 -0.02 -0.03 -0.01 -0.24
C -1.381 1.770 -2.650 0.14 -0.02 -0.05 -0.16
C -1.159 0.802 -3.622 -0.29 0.23 -0.04 0.42
C -2.091 0.481 -4.593 0.16 -0.13 -0.01 -0.30
C -3.303 1.146 -4.603 0.15 0.02 0.11 -0.17
C -3.571 2.121 -3.658 -0.04 0.16 0.19 -0.30
C -2.613 2.413 -2.704 0.00 -0.20 -0.28 0.44
F -2.878 3.376 -1.803 0.08 -0.07 -0.03 -0.32
H -4.506 2.656 -3.650 -0.08 0.07 0.02 0.23
H -4.041 0.905 -5.352 -0.07 -0.02 -0.07 0.22
H -1.856 -0.280 -5.319 0.04 -0.08 -0.06 0.23
F 0.021 0.146 -3.627 -0.05 0.02 0.07 -0.33
H 0.609 1.717 -1.874 -0.09 0.14 0.00 0.19
H -0.323 3.176 -1.462 0.07 -0.08 -0.02 0.22
H -0.273 3.246 0.750 -0.04 0.02 0.05 0.20
H -0.879 1.900 1.723 0.03 0.07 0.05 0.19
H 1.589 2.129 2.025 0.05 0.03 -0.02 0.20
H 1.826 1.979 0.280 0.01 0.09 0.03 0.19
H -0.280 -0.366 2.576 0.13 0.04 0.10 0.19
H 1.184 0.356 3.285 -0.10 -0.03 -0.04 0.22
F -0.657 -2.746 2.304 0.06 0.05 -0.03 -0.33
H 0.578 -4.970 2.624 -0.08 -0.07 -0.02 0.23
H 3.001 -5.194 3.134 0.04 -0.09 0.01 0.22
H 4.392 -3.149 3.375 0.11 0.02 0.02 0.23
```
Forces are in eV/Å.

---

> Which of these has the lowest total energy?

C18H18F19N6O11P3